Density functional theory data (the ωB97M-V functional and the def2-TZVPD basis) for a single C5H12Br2NOP molecule.

Geometry as XYZ:
```
22
Properties=species:S:1:pos:R:3:nbo_charge:R:1
Br 3.300 1.360 0.046 -0.217
Br 1.587 1.056 2.449 -0.778
P 2.400 -0.627 -0.488 1.042
O 2.217 -1.475 0.860 -1.037
N 0.049 1.061 -1.042 -0.507
C -1.810 0.399 0.323 -0.404
C 0.625 -0.328 -1.162 -0.374
C -1.197 -0.994 0.599 -0.409
C -0.349 -1.390 -0.618 -0.436
C -0.625 1.363 0.260 -0.313
H 2.256 -0.838 1.633 0.517
H -2.280 0.325 -0.669 0.167
H -1.991 -1.712 0.797 0.220
H -0.010 1.167 1.181 0.295
H 0.204 -2.292 -0.353 0.255
H 0.748 -0.517 -2.228 0.230
H -0.584 -0.883 1.496 0.243
H -1.035 2.372 0.269 0.213
H -1.026 -1.686 -1.426 0.205
H 0.725 1.794 -1.270 0.445
H -2.514 0.709 1.089 0.236
H -0.689 1.134 -1.746 0.409
```

Summary:
- HOMO level (eV) = -7.469
- lowest unoccupied orbital energy (eV) = -0.22
- F_max (eV/A) = 2.3
- E_tot (eV) = -158291.0341
- total charge = 0
- Kohn-Sham gap (eV) = 7.25

Density functional theory data (the ωB97M-V functional and the def2-TZVPD basis) for a single C5H12Cl2Si2 molecule.

Geometry as XYZ:
```
21
Properties=species:S:1:pos:R:3:nbo_charge:R:1
Cl -1.613 -2.533 0.123 -0.418
Cl 2.535 -0.151 1.425 -0.399
Si -1.028 -0.485 0.468 1.132
Si 1.372 -0.387 -0.308 1.200
C -0.993 -0.193 2.387 -1.123
C -2.274 1.932 -0.170 -0.357
C 1.685 1.141 -1.384 -1.110
C 1.795 -1.999 -1.075 -1.153
C -2.325 0.628 -0.312 -0.674
H 0.136 -0.074 2.610 0.251
H -3.212 0.150 -0.845 0.234
H 2.799 -2.168 -0.916 0.249
H -1.248 -1.211 2.789 0.268
H -3.071 2.688 -0.368 0.220
H 1.372 -2.139 -2.104 0.259
H 1.888 1.121 -2.460 0.253
H 1.491 -2.807 -0.426 0.260
H -1.411 0.794 2.554 0.252
H 2.502 1.692 -1.100 0.247
H 0.872 1.733 -1.234 0.232
H -1.273 2.268 0.345 0.177
```

Summary:
- HOMO level (eV) = -9.053
- lowest unoccupied orbital energy (eV) = 0.69
- energy above the lowest of the compared OMol25 structures with the same formula, charge and spin (eV) = 0.106
- SMILES string = C=C[Si@@](C)(Cl)[Si](C)(C)Cl
- F_max (eV/A) = 3.5
- E_tot (eV) = -46181.5468
- total charge = 0
- Kohn-Sham gap (eV) = 9.75

Density functional theory data (the ωB97M-V functional and the def2-TZVPD basis) for a gas-phase ion, C5H12ClN5 (charge +2).

Geometry as XYZ:
```
23
Properties=species:S:1:pos:R:3:nbo_charge:R:1
Cl -2.490 0.883 0.006 0.157
N -0.202 -1.379 -0.112 -0.740
N -0.237 0.955 1.449 -0.599
N -0.440 -1.294 2.153 -0.509
N -1.325 -3.176 0.876 -0.762
N -0.017 1.409 -0.818 -0.253
C -0.727 -1.972 0.891 0.595
C -0.745 0.974 0.182 0.535
C -0.284 -0.014 2.363 0.440
C -0.558 1.882 -2.040 -0.472
C 1.459 1.394 -0.787 -0.442
H 0.266 0.280 3.263 0.272
H -1.336 -3.676 -0.012 0.439
H 1.694 2.289 -0.159 0.239
H -0.324 -1.836 3.058 0.474
H -0.905 2.839 -1.759 0.252
H -1.527 1.468 -2.289 0.262
H -1.698 -3.681 1.616 0.431
H 1.898 0.512 -0.327 0.264
H 1.870 1.714 -1.760 0.276
H -0.146 1.888 1.870 0.469
H -0.033 1.992 -2.983 0.286
H -0.337 -1.798 -0.978 0.387
```

Summary:
- HOMO level (eV) = -17.552
- lowest unoccupied orbital energy (eV) = -8.74
- energy above the lowest of the compared OMol25 structures with the same formula, charge and spin (eV) = 1.480
- SMILES string = [H]/N=C(N)/[NH+]=C\NC(Cl)=[N+](C)C
- F_max (eV/A) = 3.8
- E_tot (eV) = -25334.4530
- total charge = +2
- Kohn-Sham gap (eV) = 8.82

Density functional theory data (the ωB97M-V functional and the def2-TZVPD basis) for a molecular structure, C5H12ClO2P.

Geometry as XYZ:
```
21
Properties=species:S:1:pos:R:3:nbo_charge:R:1
Cl 1.512 1.330 -2.080 -0.383
P 1.453 -0.287 -0.612 1.932
O 0.760 -0.669 1.578 -0.560
O 2.721 -1.010 -0.431 -1.037
C 0.021 -2.633 -0.707 -0.609
C 0.087 -1.248 -1.316 -0.802
C 0.235 -0.751 2.803 -0.226
C 0.783 0.566 0.884 -0.231
C -0.396 1.415 0.795 -0.663
H -0.880 -0.538 2.761 0.153
H -0.995 -2.833 -0.139 0.206
H -0.805 -0.722 -1.174 0.239
H 0.522 -1.699 3.214 0.205
H 1.661 1.078 1.321 0.211
H -0.034 2.146 0.103 0.252
H 0.780 -2.734 0.010 0.232
H 0.292 -1.260 -2.411 0.261
H 0.584 0.046 3.456 0.158
H 0.099 -3.465 -1.431 0.221
H -1.259 0.975 0.364 0.215
H -0.737 1.763 1.732 0.228
```

Summary:
- HOMO level (eV) = -10.185
- lowest unoccupied orbital energy (eV) = 0.69
- energy above the lowest of the compared OMol25 structures with the same formula, charge and spin (eV) = 2.477
- F_max (eV/A) = 3.4
- E_tot (eV) = -31286.0969
- total charge = 0
- Kohn-Sham gap (eV) = 10.88

Density functional theory data (the ωB97M-V functional and the def2-TZVPD basis) for a gas-phase ion, C5H12FN2 (charge +1).

Geometry as XYZ:
```
20
Properties=species:S:1:pos:R:3:nbo_charge:R:1
F 0.347 -1.037 -1.611 -0.317
N -1.466 -2.209 0.161 -0.685
N -2.451 -0.182 0.431 -0.726
C 1.559 -0.510 0.624 -0.617
C 0.558 0.540 0.022 -0.244
C -0.408 -0.198 -0.896 0.172
C -1.535 -0.923 -0.088 0.546
C 1.247 1.580 -0.749 -0.608
H 2.160 1.103 -1.154 0.217
H 0.876 -1.276 0.897 0.181
H 0.700 1.705 -1.582 0.200
H 2.318 -0.751 -0.148 0.234
H -3.150 -0.609 1.125 0.427
H 2.331 -0.195 1.385 0.256
H 1.516 2.561 -0.326 0.246
H -0.678 -2.681 -0.173 0.437
H -2.867 0.580 -0.068 0.440
H -0.023 1.081 0.739 0.220
H -2.122 -2.669 0.750 0.425
H -0.878 0.520 -1.513 0.197
```

Summary:
- HOMO level (eV) = -15.239
- lowest unoccupied orbital energy (eV) = -3.80
- energy above the lowest of the compared OMol25 structures with the same formula, charge and spin (eV) = 0.000
- SMILES string = CC(C)[C@@H](F)C(N)=[NH2+]
- F_max (eV/A) = 4.1
- E_tot (eV) = -11070.1660
- total charge = +1
- Kohn-Sham gap (eV) = 11.44

Density functional theory data (the ωB97M-V functional and the def2-TZVPD basis) for a molecular structure, C5H12FO2Pr.

Geometry as XYZ:
```
21
Properties=species:S:1:pos:R:3:lowdin_spin:R:1
Pr 1.936 -1.856 0.915 2.140
F 0.138 -2.961 1.077 -0.007
O -0.080 -0.413 0.681 -0.009
O 0.094 0.850 -1.654 -0.001
C 1.267 1.427 -2.186 0.000
C -0.500 1.558 -0.603 0.000
C -1.178 -2.492 0.727 -0.001
C -1.255 -1.062 1.178 0.000
C -0.068 1.018 0.778 -0.003
H 0.943 1.324 1.070 -0.003
H -0.262 2.634 -0.677 0.000
H 3.170 -0.272 0.925 -0.115
H 1.776 2.053 -1.433 0.000
H 1.976 0.663 -2.545 0.000
H -1.247 -2.601 -0.360 0.000
H -2.156 -0.599 0.754 0.000
H -0.759 1.334 1.571 0.000
H -1.893 -3.134 1.247 0.000
H -1.589 1.455 -0.707 0.000
H 0.966 2.055 -3.032 0.000
H -1.280 -0.981 2.273 0.000
```

Summary:
- HOMO level (alpha / beta) (eV) = -16.387 / -16.389
- lowest unoccupied orbital energy (alpha / beta) (eV) = -9.70 / -9.12
- 2S+1 = 3
- F_max (eV/A) = 3.6
- <S²> = 2.08
- E_tot (eV) = -26240.1954
- total charge = +2
- Kohn-Sham gap (alpha / beta) (eV) = 6.69 / 7.27

Density functional theory data (the ωB97M-V functional and the def2-TZVPD basis) for a molecular structure, C5H12I2O2PPtS6Sb.

Geometry as XYZ:
```
30
Properties=species:S:1:pos:R:3:lowdin_spin:R:1
Pt 0.152 -1.967 0.483 0.423
I 4.041 -3.770 -2.708 0.000
I 0.548 -3.671 -2.001 0.037
Sb 1.209 -2.884 3.607 0.009
S 1.706 -1.046 4.798 0.023
S 1.670 -4.849 4.585 0.009
S 2.064 -2.866 1.355 -0.010
S -0.881 -2.398 2.387 0.419
S -1.853 -1.000 -0.713 0.001
S 1.185 0.134 -0.413 0.080
P -0.762 0.580 -0.250 0.004
O -1.098 1.897 -1.113 0.002
O -1.181 1.094 1.181 0.000
C 2.262 -2.622 -2.681 0.001
C -0.164 1.848 3.221 0.000
C -0.503 2.215 1.799 0.000
C -2.286 1.733 -3.219 0.000
C -0.941 1.875 -2.541 0.001
H -2.756 0.791 -2.939 0.000
H -1.191 3.060 1.743 0.000
H 0.393 2.459 1.224 0.000
H -1.047 1.465 3.733 0.000
H -0.465 2.820 -2.806 0.000
H 0.197 2.731 3.754 0.000
H 2.400 -1.791 -2.001 0.001
H 0.608 1.081 3.265 0.000
H -2.948 2.550 -2.930 0.000
H 2.065 -2.286 -3.690 0.000
H -0.263 1.067 -2.825 0.001
H -2.160 1.751 -4.304 0.000
```

Summary:
- HOMO level (alpha / beta) (eV) = -4.729 / -4.743
- lowest unoccupied orbital energy (alpha / beta) (eV) = 1.78 / 0.60
- energy above the lowest of the compared OMol25 structures with the same formula, charge and spin (eV) = 0.000
- 2S+1 = 2
- F_max (eV/A) = 0.8
- <S²> = 0.76
- E_tot (eV) = -109767.0877
- total charge = -1
- Kohn-Sham gap (alpha / beta) (eV) = 6.50 / 5.34

Density functional theory data (the ωB97M-V functional and the def2-TZVPD basis) for 2 unconnected molecules or ions with the total composition C5H12N.

Geometry as XYZ:
```
18
Properties=species:S:1:pos:R:3:nbo_charge:R:1
N -0.144 0.121 0.908 -0.460
C -1.097 -1.119 -0.815 0.142
C -0.262 -1.846 -1.500 -0.475
C 0.446 -0.840 1.792 -0.429
C -0.108 1.914 -0.857 -0.609
C 0.718 1.153 0.212 -0.222
H 0.571 2.295 -1.671 0.253
H -0.732 1.038 -1.269 0.201
H -0.987 0.638 1.214 0.405
H -2.135 -0.838 -0.626 0.253
H -0.660 2.693 -0.466 0.227
H 1.355 -1.160 1.318 0.215
H -0.827 -2.590 -2.118 0.310
H 1.105 1.827 1.069 0.232
H 0.704 -0.410 2.854 0.236
H 1.423 0.531 -0.283 0.199
H -0.227 -1.670 1.827 0.228
H 0.857 -1.737 -1.591 0.293
```

Summary:
- HOMO level (eV) = -14.725
- lowest unoccupied orbital energy (eV) = -5.47
- energy above the lowest of the compared OMol25 structures with the same formula, charge and spin (eV) = 4.526
- F_max (eV/A) = 4.0
- E_tot (eV) = -6859.0323
- total charge = +1
- Kohn-Sham gap (eV) = 9.25

Density functional theory data (the ωB97M-V functional and the def2-TZVPD basis) for a gas-phase ion, C5H12N (charge +1).

Geometry as XYZ:
```
18
Properties=species:S:1:pos:R:3:nbo_charge:R:1
N -0.380 -1.702 -1.136 -0.696
C -0.910 0.136 0.626 -0.515
C 1.533 -0.190 1.083 -0.417
C 0.732 1.959 -0.001 -0.693
C -1.298 -0.498 -0.707 -0.203
C 0.554 0.588 0.627 0.015
H -0.103 -2.239 -0.276 0.447
H -1.497 -0.426 1.390 0.257
H 1.407 2.433 0.762 0.263
H -1.327 0.056 -1.719 0.231
H -0.193 2.625 -0.016 0.232
H 1.253 -1.164 1.465 0.211
H 2.481 0.306 0.844 0.237
H -2.345 -0.960 -0.686 0.235
H 0.434 -1.299 -1.603 0.451
H -1.472 1.062 0.694 0.263
H 0.958 1.940 -1.101 0.239
H -0.925 -2.317 -1.731 0.444
```

Summary:
- HOMO level (eV) = -13.738
- lowest unoccupied orbital energy (eV) = -3.67
- energy above the lowest of the compared OMol25 structures with the same formula, charge and spin (eV) = 2.193
- SMILES string = C=C(C)CC[NH3+]
- F_max (eV/A) = 3.3
- E_tot (eV) = -6861.3658
- total charge = +1
- Kohn-Sham gap (eV) = 10.07

Density functional theory data (the ωB97M-V functional and the def2-TZVPD basis) for 2 unconnected molecules or ions with the total composition C5H12N.

Geometry as XYZ:
```
18
Properties=species:S:1:pos:R:3:nbo_charge:R:1
N 1.465 -4.044 -0.441 -1.111
C 0.697 -0.457 0.637 0.287
C 0.973 0.808 0.817 -0.172
C -1.007 2.124 0.132 -0.389
C -1.997 0.973 -0.222 -0.590
C 0.454 1.739 -0.209 -0.469
H -1.407 3.033 -0.317 0.271
H -1.387 0.118 0.114 0.184
H 1.302 -4.641 0.340 0.383
H 1.006 2.665 -0.361 0.289
H 1.752 -4.497 -1.279 0.394
H -2.945 0.964 0.319 0.253
H 1.519 -1.179 0.516 0.280
H -1.129 2.206 1.217 0.218
H 1.544 1.172 1.674 0.341
H 0.341 1.293 -1.210 0.258
H 1.012 -3.161 -0.434 0.345
H -2.193 0.884 -1.292 0.227
```

Summary:
- HOMO level (eV) = -12.609
- lowest unoccupied orbital energy (eV) = -7.82
- energy above the lowest of the compared OMol25 structures with the same formula, charge and spin (eV) = 6.087
- F_max (eV/A) = 2.9
- E_tot (eV) = -6857.4719
- total charge = +1
- Kohn-Sham gap (eV) = 4.79

Density functional theory data (the ωB97M-V functional and the def2-TZVPD basis) for a gas-phase ion, C5H12N (charge +1).

Geometry as XYZ:
```
18
Properties=species:S:1:pos:R:3:nbo_charge:R:1
N -1.819 -0.517 -0.463 -0.681
C 1.078 0.831 -1.075 -0.640
C 2.072 -0.982 0.278 -0.336
C -1.350 0.471 0.580 -0.220
C 1.079 -0.114 0.126 -0.049
C 0.016 0.105 1.167 -0.456
H 0.250 0.580 -1.763 0.174
H 0.794 1.840 -0.777 0.223
H -1.018 -0.906 -0.973 0.451
H -2.331 -1.306 -0.067 0.447
H -0.101 -0.795 1.774 0.231
H -2.103 0.451 1.357 0.237
H 2.753 -1.235 -0.520 0.217
H -2.394 -0.077 -1.187 0.448
H 2.030 0.788 -1.581 0.254
H -1.350 1.480 0.171 0.235
H 2.158 -1.584 1.170 0.209
H 0.236 0.972 1.782 0.255
```

Summary:
- HOMO level (eV) = -13.425
- lowest unoccupied orbital energy (eV) = -3.71
- energy above the lowest of the compared OMol25 structures with the same formula, charge and spin (eV) = 1.069
- SMILES string = C=C(C)CC[NH3+]
- F_max (eV/A) = 1.4
- E_tot (eV) = -6862.4894
- total charge = +1
- Kohn-Sham gap (eV) = 9.72

Density functional theory data (the ωB97M-V functional and the def2-TZVPD basis) for a gas-phase ion, C5H12N (charge +1).

Geometry as XYZ:
```
18
Properties=species:S:1:pos:R:3:nbo_charge:R:1
N -0.456 -0.505 -1.022 -0.508
C 1.060 -0.527 -0.936 -0.211
C -0.903 0.181 0.268 -0.026
C 1.341 0.892 -0.484 -0.432
C 0.240 1.197 0.515 -0.437
C -1.103 -0.863 1.359 -0.633
H 1.268 -1.279 -0.176 0.219
H 2.377 0.977 -0.159 0.264
H -0.211 -1.453 1.543 0.222
H 1.272 1.534 -1.370 0.224
H -1.423 -0.357 2.268 0.257
H -1.850 0.640 0.036 0.229
H -0.154 2.210 0.460 0.249
H 1.489 -0.888 -1.870 0.244
H -0.713 0.080 -1.822 0.429
H -0.868 -1.416 -1.223 0.441
H 0.539 1.094 1.557 0.242
H -1.904 -1.516 1.055 0.226
```

Summary:
- HOMO level (eV) = -16.185
- lowest unoccupied orbital energy (eV) = -3.29
- energy above the lowest of the compared OMol25 structures with the same formula, charge and spin (eV) = 0.082
- SMILES string = C[C@H]1CCC[NH2+]1
- F_max (eV/A) = 1.1
- E_tot (eV) = -6863.4767
- total charge = +1
- Kohn-Sham gap (eV) = 12.90

The lowest total charge belongs to which entry? C5H12I2O2PPtS6Sb